The following is a DFT calculation (ωB97M-V/def2-TZVPD) of a cluster of 2 separate species, C4H10N2O in total in a non-equilibrium geometry.

The HOMO energy comes out at -7.559 eV. As for the charge: 0. As for the total energy: -9329.592 eV. The LUMO energy is -2.96 eV. As for the energy relative to the best compared isomer or geometry (same formula, charge and spin): 9.395 eV. The HOMO-LUMO gap comes out at 4.60 eV.

The geometry in XYZ format:
```
17
Properties=species:S:1:pos:R:3:forces:R:3
H 0.586 0.632 1.232 -1.516 3.445 -0.207
H -1.973 0.889 -1.487 0.337 -0.192 0.383
H 0.792 2.271 1.213 -0.005 0.544 -0.101
H -1.547 0.379 0.251 -0.413 0.171 -1.403
N 0.079 1.605 0.946 2.055 -2.809 -0.918
N -0.785 -0.842 -1.275 4.394 1.149 -0.804
H 0.841 0.975 -1.053 1.092 -0.340 -0.428
C 0.016 1.465 -0.547 -1.741 -0.578 2.057
C 0.274 -1.399 0.901 2.249 1.739 3.040
H 1.359 -1.199 -0.978 0.175 -0.387 -0.551
C -1.188 0.498 -0.820 -1.968 0.453 3.103
H -0.187 2.395 -1.002 0.052 1.102 -0.490
H -0.539 -2.087 1.270 0.647 0.701 -0.193
H 0.606 0.936 -2.866 -0.277 -0.604 0.251
C 0.375 -1.182 -0.555 -2.209 0.162 0.814
H -0.367 -0.455 -2.160 -0.069 -1.063 -1.059
O 1.064 -0.796 1.751 -2.804 -3.494 -3.496
```
Positions in Å, forces in eV/Å.

The following is a DFT calculation (ωB97M-V/def2-TZVPD) of a cluster of 2 separate species, BrFHN in total in a non-equilibrium geometry.

The HOMO energy (alpha / beta) comes out at -10.065 / -10.156 eV. As for the charge: 0. As for the total energy: -74259.606 eV. The LUMO energy (alpha / beta) is -0.38 / -1.15 eV. As for the energy relative to the best compared isomer or geometry (same formula, charge and spin): 3.554 eV. The HOMO-LUMO gap (alpha / beta) comes out at 9.68 / 9.01 eV.

The geometry in XYZ format:
```
4
Properties=species:S:1:pos:R:3:forces:R:3
N 0.130 -0.209 -0.402 -1.666 0.216 -1.520
H -1.704 0.786 -0.086 0.390 -0.219 0.027
Br 1.469 0.786 0.221 1.277 0.926 0.738
F 0.105 -1.363 0.267 -0.002 -0.923 0.755
```
Positions in Å, forces in eV/Å.

The following is a DFT calculation (ωB97M-V/def2-TZVPD) of a cluster of 2 separate species, C6H11O2 in total.

The HOMO energy comes out at -4.073 eV. As for the charge: -1. As for the total energy: -10496.324 eV. The LUMO energy is 3.98 eV. As for the energy relative to the best compared isomer or geometry (same formula, charge and spin): 0.758 eV. The HOMO-LUMO gap comes out at 8.05 eV.

The geometry in XYZ format:
```
19
Properties=species:S:1:pos:R:3:forces:R:3
H 1.523 1.851 1.898 0.261 -0.054 -0.189
O -0.520 0.443 2.435 0.206 0.109 0.244
H 2.697 0.459 1.747 -0.056 0.052 -0.233
C 0.564 -0.049 2.036 -0.441 -0.006 -0.135
C 1.798 0.844 2.223 -0.061 0.233 0.508
O 0.719 -1.160 1.483 0.319 -0.258 0.091
C -2.210 -0.359 0.042 0.524 0.393 -0.252
H -1.712 0.628 -1.881 -0.088 -0.159 -0.014
H -3.111 -0.932 -0.192 0.003 -0.059 0.135
H 2.003 0.936 3.295 -0.034 -0.069 -0.009
H -2.490 0.626 0.426 -0.270 -0.080 -0.027
H 1.671 0.162 -2.186 -0.074 0.016 0.013
C 0.712 -0.201 -2.573 -0.026 0.083 0.657
H -1.601 -0.772 0.843 -0.216 -0.410 -0.040
H 0.293 -1.314 -0.694 -0.079 -0.074 0.006
H 0.964 -1.023 -3.246 -0.214 0.140 -0.274
H 0.211 0.645 -3.050 0.152 -0.215 -0.481
C -1.358 -0.135 -1.178 0.205 0.256 -0.237
C -0.154 -0.648 -1.426 -0.111 0.101 0.239
```
Positions in Å, forces in eV/Å.

The following is a DFT calculation (ωB97M-V/def2-TZVPD) of a cluster of 2 separate species, C3H10O2 in total in a non-equilibrium geometry.

The HOMO energy comes out at -10.327 eV. The SMILES is CCCO.O. As for the charge: 0. As for the total energy: -7367.426 eV. The LUMO energy is 0.74 eV. As for the energy relative to the best compared isomer or geometry (same formula, charge and spin): 0.651 eV. The HOMO-LUMO gap comes out at 11.07 eV.

The geometry in XYZ format:
```
15
Properties=species:S:1:pos:R:3:forces:R:3
H 3.940 0.718 -2.425 -0.428 0.730 -0.660
C -0.864 1.100 0.580 -0.491 -1.092 0.116
H -0.190 1.813 1.094 -0.811 0.201 -0.530
H 0.433 -0.440 0.914 0.290 -0.345 -0.680
H -2.635 0.829 -0.690 0.654 0.159 -0.289
H -2.466 2.461 0.020 -0.194 -0.678 0.326
H -1.724 2.559 -2.211 0.238 -0.429 0.919
C -1.903 1.612 -0.412 0.246 2.144 0.649
H 0.823 0.294 -0.672 -0.475 0.116 0.251
H -0.610 -0.768 -0.505 0.241 0.242 0.168
O 3.589 1.397 -3.045 -0.621 -0.774 0.728
H 2.611 1.340 -2.948 1.026 0.052 -0.057
H -1.389 0.513 1.358 -0.208 0.850 -0.008
C 0.000 0.000 0.000 0.727 -0.667 0.174
O -1.165 2.251 -1.468 -0.194 -0.509 -1.107
```
Positions in Å, forces in eV/Å.

The following is a DFT calculation (ωB97M-V/def2-TZVPD) of a cluster of 2 separate species, C5H10 in total.

The HOMO energy comes out at -8.785 eV. As for the charge: 0. As for the total energy: -5342.405 eV. The LUMO energy is -0.14 eV. As for the energy relative to the best compared isomer or geometry (same formula, charge and spin): 4.861 eV. The HOMO-LUMO gap comes out at 8.64 eV.

The geometry in XYZ format:
```
15
Properties=species:S:1:pos:R:3:forces:R:3
H 1.013 2.271 -2.023 0.051 -0.080 0.068
C -0.859 -0.543 0.969 -0.019 0.061 0.092
H 0.681 -1.816 1.763 0.009 0.239 -0.096
H 0.949 -0.085 2.080 -0.078 -0.120 -0.138
H -1.550 -0.629 1.813 0.105 -0.043 -0.065
H 1.101 0.498 -1.807 0.050 0.142 0.021
H 1.246 -0.750 0.461 -0.227 0.006 0.190
C 0.976 1.456 -1.298 0.328 -0.076 -0.116
H 1.749 1.582 -0.538 -0.023 0.015 -0.148
C 0.589 -0.808 1.338 0.055 -0.017 -0.021
H 0.000 1.488 -0.812 -0.106 0.137 0.013
C -1.410 -0.851 -0.375 -0.113 -0.027 -0.152
H -2.417 -1.235 -0.520 0.114 -0.059 -0.003
C -1.359 0.574 0.107 0.015 -0.367 0.144
H -0.709 -1.152 -1.158 -0.161 0.189 0.212
```
Positions in Å, forces in eV/Å.

The following is a DFT calculation (ωB97M-V/def2-TZVPD) of a structure of composition C3H9NOS2 in a non-equilibrium geometry.

The HOMO energy comes out at -8.146 eV. As for the charge: 0. As for the total energy: -28460.602 eV. The LUMO energy is -1.47 eV. As for the energy relative to the best compared isomer or geometry (same formula, charge and spin): 4.837 eV. The HOMO-LUMO gap comes out at 6.68 eV.

The geometry in XYZ format:
```
16
Properties=species:S:1:pos:R:3:forces:R:3
H -0.472 2.774 2.025 0.972 -0.562 1.134
H 1.143 -1.006 0.284 -0.166 0.800 0.498
C -0.680 -1.447 -2.609 0.525 0.406 -0.353
S -1.099 0.214 1.095 2.317 0.976 0.894
H 0.192 -1.230 -3.287 -0.498 -0.150 0.701
C 0.417 2.280 2.525 -1.135 0.889 1.721
N -0.341 -1.717 -1.193 0.338 1.587 1.088
H -1.318 -0.557 -2.680 0.014 -0.251 0.121
H -1.226 -2.298 -3.086 0.314 0.477 0.718
S 1.097 1.136 1.435 -2.455 -1.297 -0.224
H 0.249 1.798 3.549 -0.256 1.042 -1.421
H 1.186 3.025 2.621 0.369 0.650 0.355
O 0.878 0.385 -1.259 -0.229 0.724 1.881
C 0.535 -0.402 -0.408 -0.323 -4.979 -6.764
H -0.982 -0.577 2.195 -0.017 0.104 -0.463
H 0.422 -2.378 -1.207 0.230 -0.415 0.112
```
Positions in Å, forces in eV/Å.

Q: charge of number 5 (C5H10)?
A: 0

Please write out number 2 again, unchanged.
The following is a DFT calculation (ωB97M-V/def2-TZVPD) of a cluster of 2 separate species, BrFHN in total in a non-equilibrium geometry.

The HOMO energy (alpha / beta) comes out at -10.065 / -10.156 eV. As for the charge: 0. As for the total energy: -74259.606 eV. The LUMO energy (alpha / beta) is -0.38 / -1.15 eV. As for the energy relative to the best compared isomer or geometry (same formula, charge and spin): 3.554 eV. The HOMO-LUMO gap (alpha / beta) comes out at 9.68 / 9.01 eV.

The geometry in XYZ format:
```
4
Properties=species:S:1:pos:R:3:forces:R:3
N 0.130 -0.209 -0.402 -1.666 0.216 -1.520
H -1.704 0.786 -0.086 0.390 -0.219 0.027
Br 1.469 0.786 0.221 1.277 0.926 0.738
F 0.105 -1.363 0.267 -0.002 -0.923 0.755
```
Positions in Å, forces in eV/Å.